# 1
The following is a DFT calculation (the ωB97M-V functional and the def2-TZVPD basis) of a 3-piece molecular cluster, C19H41O6P overall in a non-equilibrium geometry.

The calculation puts the max |F| at 2.6 eV/A. As for the HOMO energy: -7.76 eV. The lowest unoccupied orbital energy is -0.017 Ha. As for the relative energy (zero: lowest compared OMol25 entry of this formula, charge and spin): 0.0 kcal per mole. The calculation puts the total energy at -1541.27309 Eh.

Last column: natural (NBO) charge in e.
Element x y z (Å)
H: -2.33 -2.33 -4.42  0.200
H: 0.35 -3.44 -3.07  0.198
C: -0.49 -1.25 -4.70  -0.397
C: -1.90 -1.01 2.45  0.483
C: 1.95 4.78 -0.60  -0.397
O: -0.64 -3.67 1.85  -0.520
H: 2.06 2.65 -0.46  0.198
C: -0.15 1.07 -3.71  -0.611
H: 2.85 2.62 2.01  0.201
C: -1.38 -2.24 -2.49  -0.399
H: 1.99 -0.68 3.93  0.212
C: 0.53 -4.64 3.81  -0.655
H: -0.18 -4.05 4.37  0.226
H: 0.46 3.24 -0.83  0.200
H: -2.33 -0.75 -3.69  0.199
O: -3.88 -2.41 1.04  -0.961
H: 2.59 4.36 2.20  0.201
C: 0.47 -0.28 -4.04  -0.397
H: 2.91 4.91 -0.08  0.200
C: -0.62 -3.56 -2.58  -0.612
H: 0.90 -1.88 0.23  0.234
H: -0.43 -3.97 -1.58  0.211
H: 0.60 1.73 -3.26  0.209
H: -0.06 5.97 -2.15  0.201
H: 1.91 -2.95 1.24  0.232
H: -1.19 -4.30 -3.14  0.202
H: 1.09 -4.86 1.73  0.163
P: -3.65 -1.61 2.39  2.232
H: -4.76 -2.79 1.06  0.516
H: -4.08 0.37 2.81  0.514
O: -1.59 -0.23 3.32  -0.532
H: 3.61 -0.71 2.97  0.207
C: -1.71 -1.63 -3.85  -0.397
H: 1.64 6.90 -0.56  0.201
H: 0.05 -2.16 -4.99  0.199
C: 2.10 3.39 2.23  -0.611
H: -0.82 6.90 -0.86  0.209
H: 0.88 -0.72 -3.12  0.191
H: 0.55 -5.64 4.23  0.221
C: 1.08 6.00 -0.30  -0.398
O: -1.05 -1.49 1.50  -0.533
H: 0.87 6.07 0.77  0.194
C: 1.86 -0.87 1.77  -0.121
C: 2.52 -0.77 2.99  -0.462
O: -4.56 -0.30 2.30  -0.966
H: -0.53 1.56 -4.62  0.202
C: 1.21 -2.12 1.24  -0.498
H: -2.31 -2.42 -1.95  0.208
H: -0.98 0.98 -3.01  0.201
H: 1.77 0.03 1.16  0.202
C: 0.18 -4.72 2.31  -0.069
H: -0.85 -0.82 -5.64  0.200
H: 0.07 -2.14 3.07  0.164
H: -0.81 -1.53 -1.88  0.190
C: -0.08 -2.41 2.02  0.382
C: 1.34 3.44 -0.21  -0.398
H: -0.86 5.14 -0.82  0.200
H: 1.33 -0.12 -4.71  0.201
H: -0.41 -5.62 2.16  0.196
H: 0.17 4.03 1.51  0.195
C: -0.24 6.00 -1.08  -0.610
H: 2.19 4.77 -1.66  0.200
H: 1.54 -4.25 3.91  0.207
C: 0.93 3.29 1.25  -0.398
H: 1.74 3.23 3.25  0.212
H: 0.47 2.31 1.37  0.200
O: -3.89 -2.40 3.59  -1.070

***

# 2
The following is a DFT calculation (the ωB97M-V functional and the def2-TZVPD basis) of C19H42B2NO25 as an isolated structure in a non-equilibrium geometry.

The calculation puts the max |F| at 13.3 eV/A. As for the HOMO energy: -7.31 eV. The lowest unoccupied orbital energy is 0.024 Ha. Its total charge is -1. As for the relative energy (zero: lowest compared OMol25 entry of this formula, charge and spin): 9.1 kcal per mole. The calculation puts the total energy at -2734.83726 Eh.

Last column: Löwdin charge in e.
Element x y z (Å)
O: 16.35 28.48 4.09  0.120
H: 17.25 28.06 14.48  0.053
H: 10.69 32.83 5.91  0.002
H: 19.25 30.67 9.10  0.166
O: 15.46 24.17 13.15  -0.032
H: 17.44 27.51 7.81  0.088
O: 13.29 25.59 10.98  0.154
O: 16.26 28.25 14.38  -0.120
C: 20.37 32.37 10.50  -0.125
O: 18.05 31.80 6.78  -0.079
O: 11.11 25.21 8.62  -0.061
O: 13.46 29.80 9.53  0.295
C: 18.87 27.74 9.84  -0.164
H: 11.58 32.01 6.81  0.064
H: 12.66 31.91 11.15  0.015
H: 17.26 31.24 6.52  0.047
H: 21.75 30.19 12.42  0.102
H: 22.31 32.88 11.25  0.159
H: 15.00 32.27 10.50  0.068
O: 11.01 32.88 6.80  -0.096
H: 11.58 25.71 9.34  0.032
H: 12.54 32.44 9.71  -0.091
O: 15.52 26.77 12.20  0.082
O: 15.07 28.41 10.84  0.293
O: 14.36 23.42 9.67  0.054
H: 18.02 32.80 11.58  0.136
O: 14.27 28.04 4.65  0.276
H: 17.41 31.13 11.70  0.137
H: 15.08 33.48 9.28  0.152
H: 15.72 24.94 12.74  -0.056
H: 21.85 31.80 13.35  0.193
H: 19.47 32.02 13.16  0.209
H: 19.25 27.02 7.59  0.101
H: 14.45 31.42 5.26  0.016
H: 11.82 24.53 8.67  0.035
C: 14.79 29.66 7.80  -0.404
C: 11.59 26.55 5.20  -0.506
C: 13.67 26.70 10.66  -0.418
O: 13.23 31.34 7.98  0.127
H: 13.98 24.08 10.12  -0.093
C: 13.71 30.28 8.43  -0.456
H: 18.56 28.77 11.45  0.097
C: 18.53 27.67 8.22  -0.050
O: 10.61 25.94 4.74  0.117
O: 13.32 27.32 9.62  0.312
H: 13.69 23.18 9.12  -0.013
H: 11.26 29.25 9.70  0.010
C: 18.50 29.07 10.46  -0.177
B: 13.63 27.21 5.63  -0.748
O: 10.44 29.35 9.24  0.050
H: 16.07 33.57 10.79  0.046
O: 15.50 30.08 6.88  0.141
H: 20.41 29.77 10.27  0.106
O: 10.64 28.16 6.79  0.077
H: 20.39 32.53 9.44  0.144
O: 12.72 27.94 6.56  0.303
H: 17.66 32.67 6.64  0.044
C: 15.81 32.88 10.03  -0.089
H: 14.60 24.12 13.56  0.038
C: 21.33 31.19 12.32  -0.170
H: 14.36 30.27 4.31  0.018
O: 12.71 26.22 4.94  0.323
H: 20.23 33.34 10.96  0.140
O: 15.04 28.53 8.36  0.268
H: 15.97 27.75 13.58  -0.009
H: 17.51 29.32 10.10  0.110
C: 15.82 26.83 5.80  -0.537
O: 12.53 32.59 10.55  0.054
C: 17.10 32.21 9.71  -0.200
O: 14.48 31.24 4.30  -0.076
H: 17.83 32.77 9.12  0.098
N: 19.37 31.36 10.98  -0.237
H: 10.47 29.02 8.47  -0.128
C: 14.79 27.30 11.33  -0.378
H: 18.39 26.90 10.24  0.088
C: 11.63 27.64 6.13  -0.402
O: 14.77 26.48 6.29  0.298
C: 17.96 31.81 11.05  -0.086
H: 18.55 28.55 7.70  0.000
H: 19.95 27.64 9.89  0.095
C: 15.54 27.88 4.81  -0.404
H: 19.63 30.28 12.73  0.058
H: 22.40 31.23 10.43  0.134
O: 16.84 26.21 5.69  0.155
B: 14.21 28.51 9.60  -0.728
C: 21.68 31.89 11.00  -0.187
C: 19.82 31.15 12.37  -0.133
H: 17.16 31.39 9.11  0.032
C: 19.48 30.18 10.10  -0.077

***

# 3
The following is a DFT calculation (the ωB97M-V functional and the def2-TZVPD basis) of a 4-piece molecular cluster, C19H42N3O7S3 overall in a non-equilibrium geometry.

The calculation puts the max |F| at 2.4 eV/A. As for the HOMO energy: -11.88 eV. The lowest unoccupied orbital energy is -0.219 Ha. Its total charge is +1. As for the relative energy (zero: lowest compared OMol25 entry of this formula, charge and spin): 32.5 kcal per mole. The calculation puts the total energy at -2634.22464 Eh.

Last column: Löwdin charge in e.
Element x y z (Å)
H: 0.16 0.96 -2.64  0.132
C: -0.20 -1.77 -3.69  -0.038
H: 7.05 -1.19 -5.76  0.123
H: -3.29 -2.02 -0.79  0.041
H: -0.07 1.11 3.44  0.090
H: -4.77 1.11 -0.84  0.088
H: 1.79 2.33 0.43  0.119
H: -6.63 2.06 0.26  0.120
C: 5.39 -1.92 -2.88  -0.225
H: 5.20 -2.57 -4.93  0.125
H: 0.41 -1.98 -1.61  0.135
O: 3.40 -0.37 -3.63  -0.330
C: -0.15 -1.23 -2.21  -0.307
H: -0.54 2.44 7.24  0.113
C: -2.35 0.22 -2.21  -0.061
H: -3.40 -0.10 -2.38  0.076
H: 0.34 2.83 3.73  0.101
C: 0.40 0.70 6.35  -0.216
O: -2.39 1.06 4.63  -0.316
H: -1.59 0.99 7.23  0.114
H: 6.39 1.03 -4.30  0.110
C: -2.47 -2.24 -1.51  -0.064
H: -1.15 -2.27 -3.95  0.078
C: -6.48 0.87 2.06  -0.216
H: -1.87 0.60 -3.14  0.076
H: 7.66 -0.95 -4.13  0.123
H: 5.20 0.30 -5.40  0.113
H: 2.18 -0.07 2.58  0.118
C: 1.13 1.45 5.23  -0.221
H: 0.07 -0.93 -4.36  0.081
O: -5.87 -1.31 -0.91  -0.322
H: -7.35 1.35 2.49  0.119
H: 1.62 2.33 5.65  0.122
H: 1.04 0.54 7.22  0.120
O: -4.46 -1.57 1.17  -0.326
H: -2.86 -2.46 -2.52  0.083
O: -1.81 3.45 5.17  -0.314
H: 4.59 -2.58 -2.55  0.113
C: 5.83 0.13 -4.53  -0.208
N: 2.24 -0.22 -0.48  0.061
S: -1.46 2.06 5.10  0.661
H: -3.85 0.92 0.67  0.102
H: 2.97 -0.07 -1.19  0.104
H: 6.65 -3.18 -4.13  0.124
C: 0.08 1.88 4.20  -0.238
H: -6.99 -1.26 2.11  0.111
S: -5.41 -0.83 0.38  0.658
H: -5.38 2.63 1.36  0.116
H: 1.91 0.84 4.77  0.094
H: -7.69 -0.35 0.74  0.111
N: 2.87 -0.10 1.84  0.187
H: -1.35 -0.68 -0.50  0.126
H: 0.63 -2.51 -3.78  0.084
O: 1.06 0.37 -0.84  -0.130
C: 0.70 0.09 -2.22  -0.128
H: -2.33 1.08 -1.50  0.074
H: -5.75 0.71 2.86  0.120
H: 0.08 -0.29 5.98  0.122
O: 5.11 0.56 -2.01  -0.340
H: 6.16 -1.86 -2.11  0.113
H: 3.24 2.17 -0.28  0.111
C: -4.84 0.86 0.21  -0.232
C: -6.83 -0.46 1.40  -0.227
C: -1.55 -0.97 -1.56  -0.373
H: -1.92 -3.10 -1.08  0.089
C: -5.85 1.73 0.96  -0.210
C: -0.82 1.54 6.69  -0.224
H: 3.75 -0.60 1.96  0.145
H: 1.59 -0.10 -2.88  0.088
S: 4.76 -0.27 -3.15  0.685
C: 5.99 -2.32 -4.22  -0.210
N: 2.74 1.99 0.60  0.159
C: 2.65 0.56 0.69  -0.198
C: 6.75 -1.08 -4.72  -0.203